ORCA calculation (wB97M-V/def2-TZVPD) on a molecular structure, C15H37CoN4O9.

Last column: Löwdin charge in e.
Positions of all 66 atoms, in Å:
1 Co 0.3928 -13.7803 -15.6431  0.97
2 O 2.2717 -15.0977 -12.9775  0.15
3 C 1.2189 -14.9359 -13.7061  -0.77
4 O 0.1725 -14.3697 -13.3835  0.00
5 O 1.2759 -15.3651 -14.9477  -0.08
6 H 2.0813 -14.7716 -12.0608  0.04
7 C 1.4154 -13.3092 -10.1824  -0.28
8 O 1.3715 -14.3987 -10.8045  0.01
9 N 0.6998 -12.9380 -9.1681  -0.17
10 C 0.9443 -11.6212 -8.5897  -0.04
11 C -0.2911 -13.7026 -8.4317  -0.01
12 H 2.0423 -12.4868 -10.5764  0.14
13 H 1.3709 -11.6989 -7.5913  0.10
14 H -0.0135 -11.0637 -8.5280  0.11
15 H 1.5930 -11.0720 -9.2593  0.08
16 H 0.1902 -14.5554 -7.9115  0.12
17 H -0.6516 -13.0215 -7.6715  0.08
18 H -1.0866 -14.0834 -9.0580  0.10
19 C 4.7326 -18.6189 -12.5704  -0.36
20 O 4.0327 -19.5182 -12.1435  0.02
21 N 4.6808 -18.0603 -13.7775  -0.20
22 C 5.4189 -16.9099 -14.1956  -0.06
23 C 3.6774 -18.5186 -14.7213  -0.04
24 H 5.4817 -18.1370 -11.9220  0.13
25 H 6.2043 -16.6815 -13.4840  0.09
26 H 4.7336 -16.0265 -14.3108  0.08
27 H 5.7787 -17.2014 -15.1938  0.09
28 H 3.1143 -17.7459 -15.2263  0.08
29 H 4.1630 -19.1886 -15.4086  0.09
30 H 2.8987 -19.1115 -14.2429  0.09
31 C 3.0242 -11.9067 -19.3947  -0.40
32 O 2.7603 -11.0160 -20.1950  0.01
33 N 4.1854 -12.3944 -19.0813  -0.21
34 C 4.3070 -13.4494 -18.1258  -0.05
35 C 5.3664 -11.8329 -19.7185  0.01
36 H 2.2054 -12.4212 -18.8253  0.12
37 H 3.3034 -13.6235 -17.6847  0.08
38 H 5.0715 -13.1969 -17.3862  0.09
39 H 4.6935 -14.3693 -18.5625  0.10
40 H 5.8576 -12.6608 -20.1860  0.10
41 H 5.0179 -11.0513 -20.3674  0.09
42 H 5.8881 -11.3670 -18.9005  0.09
43 C -1.7758 -12.0909 -15.8759  -0.29
44 O -1.3683 -13.1642 -16.4608  -0.08
45 N -2.3353 -12.1053 -14.7299  -0.15
46 C -2.4547 -10.8692 -13.9808  0.00
47 C -2.4588 -13.2427 -13.8326  0.00
48 H -1.6079 -11.0868 -16.3029  0.15
49 H -3.4812 -10.7212 -13.6253  0.11
50 H -2.1350 -10.0854 -14.6614  0.10
51 H -1.7420 -10.9780 -13.1810  0.10
52 H -1.5401 -13.3237 -13.2478  0.08
53 H -3.3325 -13.0417 -13.2068  0.11
54 H -2.7163 -14.1604 -14.3581  0.11
55 C 4.9187 -12.3863 -13.8454  -0.17
56 O 4.0985 -11.8877 -12.8315  -0.13
57 H 4.8525 -13.4661 -13.9371  0.06
58 H 4.6772 -11.8376 -14.7453  0.07
59 H 5.9700 -12.2704 -13.5899  0.09
60 H 4.5242 -12.0865 -11.9787  0.09
61 C 1.2528 -10.9973 -15.8097  -0.04
62 O 0.7837 -12.0083 -14.9028  -0.18
63 H 2.0963 -11.2991 -16.3938  0.08
64 H 0.4097 -10.7873 -16.4757  0.09
65 H 1.4690 -10.0979 -15.2491  0.11
66 H 1.3590 -12.1003 -14.1211  0.13

Values from the calculation:
- molar mass (g/mol) = 476.4
- ⟨S²⟩ = 3.7573
- lowest unoccupied orbital energy (spin up / spin down) (Ha) = -0.1063 / -0.1453
- energy (a.u.) = -2872.44448
- orbital gap (spin up / spin down) (eV) = 7.93 / 6.87
- total charge = +1
- multiplicity = 4